DFT (wB97M-V/def2-TZVPD) results for a cluster of 2 separate species, C9H15BO7S in total at a distorted geometry.

Output
**DFT total energy**: -35422.5952 eV
**E_HOMO**: -9.48 eV
**Gap between HOMO and LUMO**: 9.66 eV
**Lowest unoccupied orbital energy**: 0.0063 hartree
**SMILES**: O=C1OC[C@@H](CB(O)O)[C@H]1S.C[C@@H]1COC(=O)O1

```
! RIJCOSX wB97M-V def2-TZVPD def2/J DEFGRID3
* xyz 0 1
H -0.192 -1.839 0.716
C 0.607 0.583 -5.087
H -1.023 -2.705 1.964
H -0.316 1.310 0.102
O -3.006 0.159 0.385
H 0.839 3.356 -3.744
O 2.214 -2.386 4.159
S -1.183 -2.470 4.709
C 0.641 1.180 -3.691
C -1.558 0.154 2.509
C -0.004 -1.307 3.981
O 0.955 -2.584 2.286
O -1.160 1.627 0.419
H -2.888 -0.765 0.165
H 1.344 1.047 -5.744
H 2.328 2.473 -4.159
H 0.575 -0.181 2.336
H -2.408 -0.337 2.955
C 1.901 1.114 -1.810
H -2.293 -2.259 3.987
O 1.819 2.417 -2.164
B -1.893 0.654 1.048
C -0.330 -0.716 2.603
H -1.362 1.035 3.109
C 1.201 -2.147 3.544
H 0.811 -0.485 -5.054
O 1.354 0.326 -2.766
H -0.371 0.730 -5.543
O 2.368 0.719 -0.793
C 1.425 2.463 -3.544
C -0.243 -1.978 1.784
H 0.220 -0.488 4.641
H -0.373 1.299 -3.302
*
```

DFT (wB97M-V/def2-TZVPD) results for a cluster of 34 separate species, C68H221N17O34 in total at a distorted geometry.

Output
**DFT total energy**: -169036.9309 eV
**E_HOMO**: -8.20 eV
**Gap between HOMO and LUMO**: 8.34 eV
**Lowest unoccupied orbital energy**: 0.0048 hartree

```
! RIJCOSX wB97M-V def2-TZVPD def2/J DEFGRID3
* xyz 0 1
H -19.379 17.368 23.361
H -25.249 18.915 26.448
H -22.095 16.798 26.450
H -18.516 18.585 19.091
H -12.721 11.712 21.400
H -14.588 16.778 32.752
H -20.893 17.790 19.356
H -15.526 17.325 18.386
H -17.041 18.715 30.229
N -25.624 21.418 27.641
C -12.039 11.518 24.385
O -15.324 20.952 32.373
H -24.639 15.195 25.073
C -8.467 19.414 30.693
C -10.597 12.574 30.149
H -25.172 22.205 28.084
H -17.236 12.937 27.817
H -26.561 17.797 18.593
H -12.023 14.284 29.982
O -20.771 24.881 29.756
H -15.088 25.325 21.874
O -11.356 19.642 29.285
H -19.618 10.428 24.305
H -9.896 14.890 28.788
H -6.304 17.913 28.414
H -25.253 18.979 31.705
H -16.626 20.101 23.817
H -12.918 14.271 34.828
C -17.231 17.152 20.791
H -16.626 12.867 24.198
H -18.361 20.720 15.980
H -19.203 18.332 26.640
C -11.156 11.195 25.570
H -19.042 18.720 24.943
H -19.508 15.286 26.595
H -19.672 17.948 31.817
O -15.859 17.430 30.020
O -10.000 15.340 27.950
H -14.499 15.228 26.402
H -12.251 13.782 26.472
N -24.961 18.569 16.557
C -16.387 23.848 22.603
N -17.256 24.921 23.079
H -10.977 15.942 31.793
C -12.094 18.048 22.737
H -23.868 12.704 22.632
H -22.366 18.292 25.683
H -20.814 16.410 29.960
H -16.142 11.263 24.804
H -20.248 17.662 28.806
H -24.841 13.042 24.145
H -19.315 14.640 28.272
H -18.401 20.240 20.597
H -14.141 11.714 27.912
C -19.420 24.471 29.570
H -18.584 11.248 20.906
C -16.506 18.107 26.909
H -10.868 17.063 30.456
H -15.635 14.113 20.392
H -16.546 17.992 20.910
H -25.667 17.615 30.680
H -15.109 12.860 27.711
H -13.112 20.588 28.658
C -6.847 17.048 28.034
H -20.836 22.993 24.238
H -19.233 13.655 24.754
H -10.876 10.516 30.737
H -16.301 9.844 30.076
H -21.874 17.228 28.877
H -8.616 12.999 30.055
H -11.870 19.179 25.349
C -18.249 11.686 25.230
C -23.881 13.127 23.636
H -20.608 13.998 27.287
H -14.548 13.700 29.718
H -7.824 17.118 28.514
C -16.788 12.124 24.979
H -20.638 24.638 27.156
H -20.186 12.540 25.585
H -15.551 15.698 18.978
H -10.016 21.220 26.299
H -7.064 19.308 26.673
H -9.249 22.729 26.861
H -13.887 21.915 23.331
H -13.834 18.432 27.691
H -25.547 21.577 26.646
H -16.056 15.349 25.573
C -13.505 16.727 32.866
H -20.771 20.571 28.450
H -13.458 10.194 20.820
O -13.081 15.510 33.299
H -13.425 18.300 19.696
C -18.736 21.276 20.554
H -22.424 24.449 30.623
C -11.275 16.936 31.460
H -16.864 13.566 29.143
H -20.475 22.187 17.152
H -12.153 19.326 20.435
C -15.033 24.411 22.464
C -23.594 15.122 24.772
H -17.201 23.837 28.437
H -15.087 17.588 30.563
N -17.418 24.770 28.117
H -21.476 20.072 16.338
H -15.021 12.261 30.688
H -15.871 22.987 24.561
O -12.263 14.324 27.261
H -22.732 17.910 17.604
H -16.829 23.484 21.676
C -15.265 17.261 26.677
C -24.673 18.727 17.969
H -25.069 20.128 29.184
O -14.279 12.506 27.392
C -5.987 15.513 29.604
H -11.671 10.764 26.428
O -17.394 18.048 25.763
C -9.778 21.828 27.172
C -18.910 21.404 18.271
H -19.343 25.176 26.223
H -26.641 19.146 27.472
H -10.735 12.105 25.998
O -17.133 12.721 20.506
O -22.827 21.412 28.292
H -13.819 12.268 24.257
H -22.601 21.353 23.950
H -10.858 15.058 27.631
O -17.579 19.498 30.341
C -20.601 13.675 21.602
H -19.532 11.536 22.178
O -22.911 20.551 23.528
O -13.562 10.388 22.805
H -22.941 14.733 25.553
C -12.805 17.137 31.547
H -10.553 12.274 29.102
O -21.669 22.806 24.671
C -16.166 16.448 18.481
H -16.695 10.936 29.105
C -11.175 17.072 23.511
C -21.739 17.616 20.020
H -7.828 15.318 26.321
H -15.640 13.093 21.859
H -18.779 22.108 15.828
C -19.445 12.959 20.780
H -21.019 23.476 31.379
H -23.449 18.374 23.699
H -23.177 12.592 24.273
H -22.585 20.612 22.630
N -13.019 12.537 24.812
C -12.828 10.184 23.950
H -18.508 19.863 26.136
H -22.564 18.824 32.382
N -7.387 21.420 31.509
C -20.780 20.067 17.177
H -12.618 15.789 24.551
C -25.916 18.647 18.816
C -17.499 16.852 19.236
H -13.565 10.016 24.735
H -7.169 22.383 31.296
H -12.970 18.975 30.352
C -24.958 17.967 31.430
C -13.412 15.222 34.632
H -24.063 17.134 22.822
O -14.943 22.438 30.280
C -18.071 13.448 21.241
H -12.648 20.167 26.192
H -13.203 17.432 33.641
H -14.557 20.796 32.924
H -15.177 20.408 31.599
C -10.212 11.355 30.941
H -9.226 11.024 30.616
O -13.052 12.408 30.245
H -23.720 17.324 26.516
O -15.459 21.625 23.127
O -12.213 20.073 25.344
H -10.980 15.155 24.401
H -17.968 15.300 30.769
N -18.850 11.059 24.126
H -7.834 18.833 25.174
H -14.417 13.729 31.466
H -16.335 16.099 17.463
H -18.169 22.192 18.139
H -9.567 21.869 30.031
H -14.770 17.635 25.781
H -18.191 11.053 26.116
C -16.292 22.695 23.599
O -18.526 17.295 21.388
N -9.467 13.504 30.260
C -22.846 17.330 25.865
H -21.424 20.161 18.051
H -11.415 18.887 22.590
H -16.671 15.829 30.196
H -20.333 19.073 17.162
H -12.091 15.196 22.999
C -21.331 18.455 30.574
O -17.339 15.157 30.062
N -20.095 18.703 31.297
O -19.644 21.479 19.460
N -19.506 11.567 21.169
H -21.607 19.393 30.092
H -13.265 12.269 25.754
O -11.443 17.756 27.148
H -25.703 18.704 19.883
C -21.353 21.429 28.116
H -18.219 16.045 19.100
H -8.712 18.828 29.808
H -12.115 9.364 24.031
H -12.740 21.270 24.079
H -13.004 15.906 35.376
H -9.286 13.640 31.244
H -14.477 15.267 34.859
H -6.239 17.143 25.970
H -22.338 17.175 31.914
H -24.146 18.755 15.990
H -7.014 20.324 29.693
O -22.928 18.301 19.623
H -10.737 17.659 32.074
H -19.552 13.018 19.697
H -6.946 15.253 30.052
C -7.813 20.735 30.311
C -8.686 21.661 29.423
H -8.748 18.732 26.704
H -17.135 25.737 22.497
O -17.005 10.115 29.486
H -16.846 25.312 28.749
O -6.109 15.904 28.209
H -12.802 18.263 23.538
H -21.954 16.571 20.244
H -21.571 13.241 21.359
H -15.091 12.497 20.188
H -13.190 16.455 30.789
N -23.829 17.440 23.756
H -14.899 19.658 23.649
C -12.997 18.664 20.630
H -13.410 16.994 27.363
C -21.016 17.391 29.530
H -9.971 18.488 24.149
N -8.162 16.248 26.115
C -15.494 15.670 26.450
H -20.481 13.629 22.684
H -19.303 21.343 21.482
H -23.789 16.795 18.426
H -6.520 21.042 31.863
H -21.340 25.195 31.667
H -18.883 26.217 28.440
H -15.420 20.615 24.967
H -17.907 21.981 20.630
H -12.678 19.067 31.861
H -24.257 19.716 18.161
C -21.377 24.399 30.922
O -12.567 17.581 21.454
O -9.110 21.059 28.193
H -10.568 20.121 29.029
H -5.387 14.603 29.646
C -19.552 24.567 27.102
H -25.331 18.222 28.184
C -15.778 13.103 20.778
H -11.331 18.841 28.761
H -10.711 22.244 27.553
H -7.697 18.874 31.244
C -24.911 20.229 28.110
H -10.342 16.862 22.840
H -16.744 16.285 21.236
H -20.357 19.376 32.004
H -8.281 22.656 29.239
H -22.103 23.657 24.733
N -10.468 17.732 24.597
H -16.407 12.548 25.908
H -18.920 24.845 30.463
H -11.813 10.298 21.580
H -22.951 19.362 28.202
H -18.466 19.163 30.475
H -25.066 17.376 32.339
H -25.577 19.349 16.379
C -23.471 17.837 18.402
O -18.761 13.419 26.797
H -19.353 23.514 26.904
H -10.910 17.024 27.461
H -5.533 16.301 30.205
H -16.940 25.254 23.979
C -23.427 20.263 27.815
H -21.379 18.121 20.916
H -14.958 23.378 30.464
C -11.754 15.727 23.889
C -7.771 18.602 26.238
H -13.754 19.291 21.101
C -19.857 21.291 17.095
C -23.020 16.521 24.584
H -17.083 17.706 27.742
H -20.516 14.750 21.440
H -15.280 22.032 31.078
H -11.288 17.778 26.204
O -13.941 20.361 28.237
O -16.618 12.861 28.544
H -13.007 13.995 27.766
H -16.231 19.121 27.201
H -18.213 10.433 23.655
N -19.230 21.204 15.804
H -17.267 22.285 23.861
H -15.510 17.303 29.138
H -14.443 23.607 22.025
H -14.530 24.600 23.413
H -8.924 16.165 26.772
H -17.898 13.213 22.291
H -16.993 18.543 18.740
H -23.375 20.256 26.727
H -19.209 23.412 29.713
C -11.971 13.311 30.471
N -14.212 17.496 27.717
H -26.576 19.505 18.695
H -10.340 10.514 25.329
H -20.937 22.322 28.583
C -18.542 18.797 25.908
H -9.335 19.549 31.338
C -7.175 17.252 26.519
H -18.281 20.532 18.088
H -14.606 20.819 28.751
H -22.079 16.443 24.041
H -9.712 17.102 24.827
H -18.020 16.282 23.080
C -25.557 19.029 27.488
C -12.846 10.648 21.599
C -19.156 12.890 25.526
H -11.391 11.893 23.594
O -23.448 14.454 23.526
N -17.848 18.029 18.576
C -19.602 14.416 27.245
N -13.242 18.530 31.217
H -18.119 14.537 21.231
O -12.932 21.912 23.396
H -10.211 11.541 32.015
H -17.700 17.984 23.168
C -18.824 25.132 28.352
C -14.318 13.088 30.590
C -15.598 20.454 23.904
H -12.017 13.581 31.526
C -18.436 17.256 22.826
O -23.688 17.803 30.833
C -22.531 18.169 31.511
H -21.110 21.657 27.078
H -16.001 15.171 27.276
*
```